Formula: C98H216N14O12
Source: the Open Molecules 2025 dataset
Level of theory: ωB97M-V with the def2-TZVPD basis set

Each line ends with the Löwdin charge.
Positions of all 340 atoms, in Å:
O 2.337 -0.513 1.753  -0.024
O -5.551 -2.206 -1.717  -0.040
O -3.933 -1.820 -3.131  -0.043
O 0.373 -1.339 1.762  -0.044
O 4.079 1.758 -6.302  -0.073
O -0.060 6.154 0.702  -0.048
O 2.096 1.080 -6.084  -0.041
O -5.539 -3.039 -3.713  -0.057
O 3.024 0.843 -7.953  -0.037
O -0.680 5.768 -1.329  -0.051
O 0.103 4.143 -0.182  -0.085
O 1.623 -1.675 3.442  -0.077
N -0.218 5.373 -0.244  -0.597
N 3.845 2.821 -2.134  -0.230
N 4.349 -3.404 4.921  -0.271
N -3.963 -6.009 -2.063  -0.301
N -9.221 -4.131 -6.107  -0.233
N 1.027 -15.565 11.771  -0.218
N -5.014 -2.375 -2.832  -0.628
N 2.699 4.498 -9.163  -0.250
N -1.980 9.927 0.427  -0.256
N -2.628 0.877 -0.258  -0.167
N 1.483 -1.210 2.288  -0.596
N 5.103 -3.475 -10.742  -0.251
N 3.073 1.222 -6.814  -0.658
N 0.451 11.406 10.875  -0.212
C 5.652 -2.027 6.339  -0.105
C -3.748 10.486 2.162  -0.165
C 1.262 5.713 -5.805  -0.072
C 4.912 -5.102 -12.496  -0.109
C 3.899 -4.803 4.467  -0.110
C -11.479 -3.455 -5.558  -0.163
C 3.452 5.052 -0.694  -0.232
C 3.684 -3.006 -10.773  -0.150
C 4.318 4.460 -10.976  -0.080
C -4.774 11.617 2.576  -0.231
C 0.255 12.913 10.948  -0.054
C -1.386 1.801 1.721  -0.229
C 0.356 -17.237 9.951  -0.208
C -6.614 -8.821 -2.233  -0.096
C 4.295 6.215 -0.114  -0.089
C 2.688 -4.798 3.531  -0.206
C 5.469 -3.732 -13.080  -0.105
C 1.715 12.217 12.748  -0.158
C 0.199 10.753 6.989  -0.239
C -0.102 -16.170 10.917  -0.125
C 4.890 3.903 -4.184  -0.195
C -3.131 10.826 0.744  -0.104
C 3.629 3.528 -3.430  -0.121
C -0.853 -17.506 8.990  -0.065
C 3.994 3.773 -8.660  -0.065
C 3.102 1.064 -0.686  -0.170
C -4.850 -4.955 -1.462  0.008
C -2.612 1.896 0.901  -0.094
C 0.002 9.490 -0.893  -0.103
C 3.312 -2.616 5.620  -0.134
C -3.934 0.857 -1.109  -0.068
C 2.586 -12.740 9.396  -0.230
C -0.765 10.303 1.317  -0.063
C 4.322 3.884 -1.116  -0.085
C 4.129 -1.556 6.275  -0.119
C -2.276 2.102 -2.279  -0.153
C -1.430 10.103 -0.945  -0.091
C -3.714 1.837 -2.202  -0.166
C -3.194 -5.409 -3.129  -0.112
C -3.747 6.364 0.650  -0.076
C -9.712 -5.781 -8.115  -0.244
C 4.778 -2.726 3.627  0.034
C 2.598 2.102 -1.645  -0.088
C 1.579 4.673 -6.868  -0.204
C 0.432 9.651 0.595  -0.119
C 5.147 -4.986 -10.997  -0.091
C 5.296 -3.277 -5.617  -0.104
C 5.052 -3.517 -8.167  -0.183
C 4.519 0.771 -1.163  -0.143
C -1.569 1.278 -1.245  -0.095
C 2.089 -14.810 10.829  -0.058
C -4.851 -7.075 -2.596  -0.114
C -3.447 7.802 0.016  -0.167
C 5.064 4.258 -9.605  -0.111
C -9.624 -2.910 -6.943  -0.079
C -8.729 -5.375 -7.013  -0.070
C -5.671 -7.866 -1.486  -0.199
C -1.645 -5.534 -1.265  -0.086
C -0.847 10.780 11.205  -0.171
C 1.654 3.509 -9.558  0.018
C -10.737 -2.246 -6.074  -0.129
C 4.775 1.703 -2.298  -0.127
C -6.082 11.318 1.869  -0.122
C 2.112 5.368 -8.101  -0.149
C -9.156 -7.073 -8.766  -0.087
C 5.904 -3.086 -6.993  -0.270
C -0.091 2.889 3.487  -0.111
C 1.727 -16.512 12.653  -0.121
C -2.932 -6.472 -1.065  -0.047
C -0.889 9.297 10.920  -0.220
C -0.285 11.287 8.360  -0.142
C 3.089 5.277 -10.435  -0.064
C 5.007 5.388 -4.451  -0.268
C 5.776 -3.093 -9.458  -0.120
C -3.367 -1.067 1.264  -0.226
C 1.499 -13.786 9.906  -0.189
C 0.855 11.046 9.464  -0.091
C 0.508 9.264 6.828  -0.091
C -2.248 8.477 0.771  -0.128
C -2.336 -0.492 0.298  -0.142
C 5.918 -2.903 -11.837  -0.079
C -2.286 8.703 11.333  -0.055
C 1.623 -14.423 13.801  -0.091
C 1.917 -1.405 -10.865  -0.075
C -8.077 -3.710 -5.282  -0.042
C -10.435 -4.437 -5.210  -0.085
C 6.258 5.704 -5.267  -0.090
C 3.422 -1.544 -10.612  -0.208
C 1.842 -11.679 8.613  -0.127
C -2.092 -4.618 -2.407  -0.121
C 2.150 -6.275 3.419  -0.070
C 5.524 -3.491 5.887  -0.088
C 2.500 -15.677 13.616  -0.141
C -2.861 -2.408 1.732  -0.088
C 1.561 11.027 11.896  -0.067
C 0.525 -14.538 12.674  -0.095
C -1.322 2.949 2.687  -0.292
C 1.395 13.456 11.891  -0.087
H -4.762 1.059 -0.426  0.138
H -12.120 -3.179 -4.765  0.119
H -4.256 -7.856 -3.102  0.147
H 6.328 -3.952 5.367  0.121
H -0.569 12.301 8.284  0.094
H 2.816 -14.500 11.586  0.128
H 2.120 6.326 -5.608  0.057
H 0.314 -13.659 12.106  0.112
H -6.432 10.293 2.030  0.079
H -5.548 -6.546 -3.272  0.138
H -1.377 0.843 2.258  0.124
H -5.566 -4.649 -2.288  0.107
H 5.176 5.860 0.432  0.078
H 1.968 3.033 -10.485  0.111
H -8.674 -6.195 -6.254  0.146
H 4.899 6.006 -3.548  0.105
H -1.734 11.240 10.763  0.142
H 6.743 -3.664 -9.473  0.155
H -3.883 -4.809 -3.706  0.123
H 5.561 -3.220 3.043  0.122
H 5.778 2.023 -2.414  0.127
H 1.046 5.248 -4.906  0.045
H 1.157 14.260 12.572  0.122
H 1.080 12.129 13.652  0.143
H -3.872 10.741 -0.023  0.118
H 3.154 -3.594 -10.060  0.131
H -3.520 1.692 1.476  0.135
H 1.525 -0.393 -10.659  0.080
H 4.129 5.707 -5.057  0.093
H 1.275 -12.163 7.793  0.086
H -4.358 8.420 0.038  0.098
H 0.947 -14.293 9.118  0.121
H -1.342 7.931 0.562  0.083
H 2.183 -13.516 13.854  0.109
H 7.123 5.428 -4.670  0.077
H 2.634 -2.232 4.884  0.073
H -2.669 2.950 0.441  0.165
H 2.262 -17.225 12.053  0.134
H 3.962 3.564 -11.464  0.104
H -2.220 2.983 3.310  0.118
H 5.601 -5.881 -12.957  0.148
H 2.491 10.787 11.337  0.154
H -0.707 9.110 9.804  0.113
H -7.167 -3.502 -5.898  0.120
H -3.505 -0.460 2.113  0.093
H -1.371 11.201 -1.103  0.144
H 0.019 8.479 -1.247  0.088
H -5.027 -8.407 -0.817  0.104
H -0.862 -16.399 11.607  0.124
H -0.946 11.009 12.276  0.153
H -0.707 13.125 11.421  0.137
H -1.568 -4.887 -0.385  0.100
H -4.279 9.492 2.193  0.119
H 6.966 -3.078 -11.564  0.147
H 3.395 6.254 -10.124  0.124
H -1.147 0.350 -1.608  0.139
H -7.320 -9.301 -1.503  0.101
H -2.242 -1.201 -0.494  0.118
H 4.679 -0.257 -1.506  0.127
H 5.199 -4.236 6.639  0.145
H -0.826 1.867 -0.756  0.090
H -1.392 3.889 2.075  0.106
H 5.853 3.558 -9.613  0.115
H -2.739 5.905 0.733  0.048
H -6.918 11.999 2.134  0.092
H -12.116 -3.881 -6.347  0.137
H -2.784 11.860 0.755  0.133
H -4.125 -0.145 -1.513  0.094
H 0.782 4.111 -9.658  0.103
H 2.443 0.156 -0.627  0.126
H 2.231 13.829 11.347  0.107
H -2.292 7.680 11.028  0.063
H -4.145 1.442 -3.102  0.121
H 1.183 10.412 0.681  0.109
H -9.993 -3.272 -7.876  0.102
H -0.067 8.780 11.382  0.104
H 3.612 -1.221 7.189  0.128
H 3.695 -1.119 -9.646  0.097
H 5.155 4.269 -1.686  0.120
H -9.682 -7.221 -9.748  0.102
H 2.954 2.863 -4.044  0.134
H 1.811 2.911 -1.356  0.147
H 3.836 2.722 -8.717  0.088
H -1.849 1.908 -3.272  0.133
H -10.764 -5.894 -7.837  0.117
H 6.090 -2.015 7.327  0.111
H 4.184 -0.659 5.639  0.119
H -9.756 -5.054 -8.949  0.113
H 6.875 -3.507 -7.020  0.103
H 4.797 -5.217 4.000  0.139
H -7.773 -5.122 -7.357  0.106
H 5.404 5.158 -9.272  0.085
H 2.719 -16.232 14.499  0.124
H -0.598 -15.416 10.369  0.114
H -5.343 -5.305 -0.566  0.105
H -4.351 -1.138 0.821  0.107
H 1.795 11.428 9.252  0.116
H -8.087 -6.879 -8.927  0.080
H -3.400 -6.488 -0.038  0.155
H 2.518 -10.908 8.138  0.087
H 3.583 6.724 0.566  0.084
H 1.182 -16.891 9.310  0.112
H 3.179 -12.297 10.265  0.136
H -0.223 2.213 4.377  0.098
H 1.116 -14.503 14.743  0.111
H 2.909 6.072 -7.842  0.143
H -2.762 -6.194 -3.703  0.136
H 1.085 11.322 6.719  0.106
H -6.050 -9.644 -2.639  0.071
H 2.913 4.668 0.197  0.113
H 0.912 9.164 5.852  0.060
H 6.334 6.776 -5.518  0.084
H 2.223 5.374 -11.082  0.135
H 5.100 -4.351 -5.326  0.097
H 3.337 -3.349 -11.698  0.109
H 0.960 -17.192 13.145  0.176
H 4.834 3.526 -5.228  0.090
H -8.361 -2.765 -4.845  0.103
H 1.904 -4.143 3.836  0.091
H -6.278 -7.137 -0.949  0.099
H 6.021 -2.928 -4.901  0.066
H 1.144 10.166 12.417  0.128
H 4.720 3.296 -0.262  0.152
H 2.969 4.370 -3.236  0.118
H -4.343 -4.036 -1.161  0.086
H 1.224 -6.325 2.838  0.072
H -0.395 8.652 6.815  0.083
H 0.629 -18.123 10.494  0.107
H -2.246 8.603 12.464  0.107
H 1.364 5.909 -8.694  0.144
H -0.345 -14.941 13.211  0.148
H 0.854 -13.161 10.446  0.077
H -1.062 10.012 2.324  0.119
H 6.376 -1.533 5.677  0.115
H 3.855 -2.586 3.039  0.088
H 2.798 5.609 -1.405  0.125
H -1.747 -17.300 9.598  0.077
H 4.080 4.051 -7.641  0.092
H -0.879 -16.708 8.288  0.057
H -3.134 9.246 11.000  0.065
H -4.258 2.735 -1.972  0.114
H 2.969 -4.424 2.582  0.091
H 4.438 1.270 -3.205  0.135
H 4.436 -5.534 -10.378  0.137
H 5.604 -1.854 -11.971  0.130
H -9.372 -7.954 -8.145  0.083
H 0.609 10.149 -1.566  0.131
H -10.346 -1.565 -5.243  0.146
H 0.697 2.555 2.799  0.072
H 2.368 3.976 -6.579  0.091
H -0.822 -18.572 8.565  0.119
H -2.152 9.729 -1.693  0.143
H 2.702 12.266 13.048  0.102
H 4.392 -2.728 -5.471  0.061
H 0.744 3.987 -7.123  0.129
H -1.952 -2.309 2.346  0.077
H -1.339 -0.439 0.804  0.102
H -4.953 11.390 3.651  0.112
H -10.760 -5.432 -5.451  0.127
H 4.701 6.836 -0.937  0.078
H -2.387 8.482 1.830  0.111
H 1.658 -1.556 -11.898  0.080
H -3.696 -2.921 2.263  0.089
H 2.911 -6.933 2.968  0.082
H 3.452 -15.371 13.274  0.102
H -2.921 10.349 2.848  0.084
H 4.022 -0.940 -11.342  0.124
H -1.267 -4.340 -2.972  0.103
H 1.363 -1.987 -10.144  0.082
H -8.745 -2.267 -7.179  0.149
H 1.524 2.704 -8.856  0.091
H 1.252 -11.053 9.300  0.080
H -4.318 5.788 -0.105  0.076
H 0.369 3.868 3.823  0.093
H 3.213 1.425 0.346  0.106
H -2.702 -7.439 -1.370  0.102
H 6.100 -5.337 -10.666  0.127
H 0.417 6.392 -6.007  0.099
H 6.236 5.121 -6.216  0.078
H -2.662 -3.100 0.859  0.070
H 5.830 -1.996 -9.438  0.143
H -0.772 11.411 1.198  0.145
H 0.226 13.352 9.975  0.115
H 2.166 1.525 -2.553  0.163
H 0.700 8.732 1.083  0.098
H -4.190 6.310 1.652  0.073
H -5.988 11.427 0.797  0.062
H 0.957 9.938 9.415  0.113
H -0.557 11.103 6.243  0.119
H 5.805 3.359 -3.901  0.124
H 3.813 -5.191 -12.677  0.125
H 3.621 -5.307 5.388  0.129
H 3.216 -13.462 8.830  0.118
H 5.152 0.891 -0.297  0.113
H -7.783 -4.410 -4.511  0.097
H 5.186 -1.772 3.890  0.089
H -0.771 -6.123 -1.380  0.101
H 1.922 -6.648 4.403  0.063
H 6.062 -1.987 -7.069  0.127
H -3.081 7.566 -1.050  0.129
H -7.186 -8.362 -3.035  0.071
H -11.369 -1.689 -6.784  0.129
H -4.389 12.670 2.446  0.128
H -0.482 1.849 1.123  0.107
H 4.988 -4.629 -8.184  0.131
H 4.070 -3.061 -8.046  0.117
H 1.233 8.936 7.523  0.056
H 4.777 -3.297 -13.770  0.109
H 2.495 -15.594 10.256  0.109
H 2.744 -3.253 6.307  0.153
H 6.324 -3.837 -13.685  0.097
H -2.019 3.141 -2.079  0.109
H 4.900 5.005 -11.699  0.116
H -1.142 10.743 8.635  0.082
H -2.596 -3.746 -1.984  0.087
H -10.082 -4.372 -4.232  0.114

As for the HOMO-LUMO gap: 8.75 eV. The charge is +6.